The molecule C3H6N2 in a non-equilibrium geometry, computed with wB97M-V/def2-TZVPD.

Computed properties:
* SMILES: [H]/N=C\N1CC1
* HOMO-LUMO gap: 11.412 eV
* relative energy (zero: lowest compared OMol25 entry of this formula, charge and spin): 4.848 eV

CARTESIAN COORDINATES (ANGSTROEM)
1 C -1.073 -0.482 -0.442
2 C 0.879 -0.460 0.626
3 C 0.894 0.684 -0.337
4 H -1.074 0.720 0.780
5 H -1.723 -1.342 -0.978
6 H 1.839 -0.927 0.949
7 H 0.084 -0.538 1.447
8 H -0.110 1.388 -0.481
9 H 1.720 1.379 -1.080
10 N -1.810 0.310 0.228
11 N 0.374 -0.733 -0.711